(1)
Molecular formula: C30H85N7O9
Method: DFT, ωB97M-V/def2-TZVPD

Geometry (Å):
C 2.719 5.083 1.534
C 2.221 4.777 2.913
C 0.968 3.791 3.072
O 0.558 3.741 4.481
C -0.385 2.762 4.758
N 3.264 4.295 3.821
H 3.463 5.879 1.544
H 1.883 5.446 0.936
H 3.199 4.192 1.129
H 1.876 5.745 3.275
H 1.179 2.760 2.785
H 0.152 4.179 2.462
H -0.664 3.008 5.782
H 0.007 1.745 4.728
H -1.270 2.862 4.129
H 3.713 3.510 3.371
H 2.755 3.963 4.627
C 1.538 -3.845 3.541
C 2.893 -3.417 2.918
C 3.311 -4.245 1.613
O 4.358 -3.564 0.985
C 5.623 -3.658 1.638
N 2.593 -2.053 2.475
H 1.508 -4.914 3.753
H 0.714 -3.615 2.865
H 1.418 -3.361 4.510
H 3.694 -3.453 3.656
H 2.485 -4.363 0.912
H 3.619 -5.243 1.924
H 5.927 -4.670 1.904
H 5.604 -3.112 2.581
H 6.382 -3.200 1.004
H 1.675 -2.134 2.062
H 3.108 -1.841 1.632
C -0.335 -0.267 2.411
C -0.851 -0.852 1.044
C -0.760 0.090 -0.153
O -1.489 1.255 0.203
C -1.104 2.462 -0.403
N -0.075 -2.043 0.741
H 0.639 0.181 2.215
H -0.223 -1.024 3.187
H -1.008 0.477 2.838
H -1.886 -1.110 1.269
H -1.112 -0.360 -1.082
H 0.296 0.270 -0.352
H -1.176 2.344 -1.484
H -0.108 2.778 -0.090
H -1.745 3.248 -0.004
H -0.521 -2.646 0.065
H 0.809 -1.799 0.317
C -4.476 0.856 3.082
C -4.775 0.469 1.635
C -6.298 0.266 1.304
O -6.489 -0.434 0.093
C -6.201 -1.867 0.099
N -4.121 1.443 0.784
H -3.397 0.983 3.171
H -4.805 0.043 3.729
H -4.980 1.794 3.320
H -4.241 -0.452 1.404
H -6.732 1.265 1.272
H -6.883 -0.229 2.079
H -6.706 -2.453 -0.669
H -6.411 -2.396 1.029
H -5.139 -2.039 -0.074
H -3.127 1.277 0.844
H -4.307 1.186 -0.175
C 2.174 2.948 -2.294
C 2.242 1.960 -3.446
C 0.997 1.074 -3.613
O 1.091 0.251 -4.743
C 1.753 -1.009 -4.525
N 2.390 2.643 -4.659
H 3.121 3.479 -2.194
H 2.046 2.508 -1.304
H 1.312 3.600 -2.439
H 3.103 1.301 -3.337
H 0.122 1.706 -3.768
H 0.789 0.633 -2.638
H 1.440 -1.461 -3.584
H 2.829 -0.854 -4.601
H 1.469 -1.773 -5.249
H 1.544 3.157 -4.864
H 2.328 1.860 -5.294
C 3.639 0.348 0.270
C 3.594 -0.531 -0.971
C 4.992 -0.789 -1.572
O 5.403 0.363 -2.220
C 6.714 0.218 -2.762
N 2.946 -1.785 -0.646
H 2.669 0.430 0.761
H 3.940 1.344 -0.056
H 4.270 -0.072 1.053
H 3.058 -0.056 -1.793
H 4.908 -1.663 -2.218
H 5.722 -1.004 -0.791
H 7.401 -0.280 -2.079
H 7.164 1.162 -3.071
H 6.666 -0.408 -3.653
H 2.623 -2.257 -1.479
H 3.552 -2.499 -0.268
C -1.372 -2.161 -3.535
C -2.809 -2.024 -3.001
C -3.681 -1.153 -3.904
O -3.101 0.176 -4.104
C -3.258 1.052 -2.891
N -3.411 -3.304 -2.853
H -1.309 -2.369 -4.604
H -0.742 -2.858 -2.984
H -0.888 -1.190 -3.431
H -2.904 -1.585 -2.008
H -4.695 -1.130 -3.506
H -3.831 -1.569 -4.900
H -4.325 1.243 -2.775
H -2.755 2.002 -3.075
H -2.813 0.713 -1.956
H -4.420 -3.257 -2.859
H -3.150 -3.765 -3.713
C -4.373 4.530 2.090
O -5.140 3.862 1.099
H -3.291 4.473 1.972
H -4.647 5.584 2.041
H -4.684 4.163 3.068
H -4.733 3.001 0.978
C -2.730 -4.953 0.306
O -1.928 -4.379 -0.733
H -3.515 -4.249 0.583
H -3.219 -5.886 0.026
H -2.147 -5.233 1.183
H -2.489 -4.040 -1.435

Calculated values
- SMILES string: COC[C@H](C)N.COC[C@H](C)N.COC[C@H](C)N.COC[C@H](C)N.COC[C@H](C)N.COC[C@H](C)N.COC[C@H](C)N.CO.CO
- Calculated total energy: -2254.2406 Ha
- Energy above the lowest of the compared OMol25 structures with the same formula, charge and spin: 29.4 kcal/mol
- Orbital gap: 9.30 eV

Atom charges from the Löwdin analysis, given in e for atoms 1 to 6: -0.070 -0.431 -0.136 -0.210 -0.135 0.041

---

(2)
Molecular formula: C30H86N10O12
Method: DFT, ωB97M-V/def2-TZVPD

Geometry (Å):
C 13.945 15.474 11.296
O 12.814 15.877 11.497
N 14.204 14.963 9.997
N 15.076 15.619 12.077
H 13.368 14.761 9.469
H 15.044 14.440 9.869
H 15.862 15.082 11.779
H 15.073 16.124 12.911
C 9.179 8.931 10.159
O 9.936 8.088 9.697
N 7.869 9.047 9.824
N 9.614 9.889 11.060
H 7.279 9.548 10.457
H 7.565 8.120 9.471
H 10.567 9.880 11.458
H 8.980 10.603 11.389
C 15.271 11.134 18.800
C 14.888 10.637 17.402
O 15.719 11.213 16.428
O 15.066 12.564 18.768
H 16.318 10.886 19.045
H 14.606 10.649 19.530
H 13.768 10.796 17.300
H 15.060 9.558 17.338
H 15.595 12.184 16.331
H 15.359 12.988 19.581
C 14.510 11.793 12.661
C 13.062 11.896 12.290
O 12.652 10.669 11.752
O 15.315 11.366 11.489
H 14.779 11.063 13.433
H 14.873 12.785 12.971
H 12.822 12.764 11.645
H 12.459 11.963 13.219
H 12.991 10.722 10.844
H 15.078 10.520 11.155
C 15.201 13.158 6.878
C 14.723 12.051 7.803
C 13.277 11.690 7.534
O 13.071 10.571 8.343
C 11.721 10.121 8.301
N 15.600 10.911 7.665
H 14.585 14.042 6.931
H 14.926 12.795 5.868
H 16.311 13.351 6.887
H 14.796 12.516 8.844
H 13.261 11.468 6.418
H 12.600 12.517 7.686
H 11.665 9.203 8.870
H 11.404 9.865 7.308
H 11.010 10.917 8.605
H 16.470 11.250 8.030
H 15.335 10.073 8.115
C 15.438 6.152 11.442
C 15.703 7.617 10.935
C 16.808 7.675 9.953
O 17.954 7.046 10.490
C 18.754 6.235 9.651
N 14.563 8.320 10.347
H 16.212 5.801 12.163
H 15.391 5.473 10.573
H 14.553 6.110 12.004
H 15.963 8.267 11.781
H 17.032 8.701 9.687
H 16.578 7.211 8.947
H 18.238 5.564 9.010
H 19.344 5.591 10.307
H 19.423 6.824 8.937
H 13.705 8.214 10.916
H 14.378 7.922 9.432
C 12.397 13.103 15.721
C 13.442 14.089 15.201
C 12.863 15.479 15.411
O 13.723 16.435 14.814
C 13.076 17.612 14.441
N 14.676 13.825 15.931
H 11.489 13.241 15.168
H 12.213 13.346 16.776
H 12.770 12.063 15.707
H 13.664 13.964 14.149
H 12.730 15.684 16.422
H 11.903 15.439 14.904
H 12.520 17.534 13.485
H 13.865 18.306 14.221
H 12.424 17.956 15.272
H 14.438 13.881 16.928
H 15.342 14.603 15.879
C 18.701 13.882 11.914
C 18.318 13.572 10.463
C 18.864 12.195 10.076
O 18.729 12.075 8.667
C 19.164 10.819 8.133
N 16.858 13.454 10.360
H 18.182 13.245 12.640
H 18.423 14.906 12.185
H 19.787 13.808 12.011
H 18.716 14.310 9.779
H 18.285 11.434 10.594
H 19.912 12.074 10.279
H 18.744 9.942 8.689
H 20.252 10.693 8.261
H 18.988 10.798 7.054
H 16.610 13.538 9.405
H 16.636 12.513 10.600
C 20.986 11.082 15.039
C 20.797 10.144 13.799
C 19.416 9.584 13.650
O 19.092 8.816 14.797
C 17.730 8.406 14.889
N 21.199 11.033 12.664
H 20.583 12.095 14.809
H 22.035 11.109 15.308
H 20.399 10.698 15.937
H 21.534 9.318 13.821
H 19.398 9.003 12.723
H 18.646 10.406 13.467
H 17.483 7.754 14.042
H 17.089 9.237 14.872
H 17.484 7.833 15.822
H 21.330 10.396 11.918
H 20.396 11.623 12.420
C 9.367 13.673 13.718
C 10.279 14.352 12.639
C 10.119 13.722 11.212
O 8.751 13.960 10.894
C 8.460 13.864 9.499
N 10.055 15.794 12.581
H 9.718 13.789 14.753
H 9.297 12.606 13.477
H 8.346 14.022 13.735
H 11.273 14.121 13.107
H 10.343 12.652 11.141
H 10.819 14.249 10.537
H 9.191 14.401 8.791
H 7.497 14.346 9.395
H 8.578 12.813 9.134
H 10.709 16.260 12.010
H 9.140 16.000 12.186

Calculated values
- SMILES string: COC[C@H](C)N.COC[C@H](C)N.COC[C@H](C)N.COC[C@H](C)N.COC[C@H](C)N.COC[C@H](C)N.NC(N)=O.NC(N)=O.OCCO.OCCO
- Calculated total energy: -2644.9717 Ha
- Energy above the lowest of the compared OMol25 structures with the same formula, charge and spin: 132.1 kcal/mol
- Orbital gap: 9.42 eV

Atom charges from the Löwdin analysis, given in e for atoms 1 to 6: -0.604 0.014 0.156 0.199 0.087 0.017

---

(3)
Molecular formula: C30H88N14O12
Method: DFT, ωB97M-V/def2-TZVPD

Geometry (Å):
C 0.747 -5.872 5.179
C 0.191 -6.663 6.391
C 1.303 -7.149 7.320
O 2.181 -8.153 6.655
C 3.505 -8.091 7.164
N -0.793 -5.814 7.049
H 0.056 -5.627 4.372
H 1.595 -6.297 4.643
H 1.039 -4.860 5.459
H -0.387 -7.482 5.964
H 0.900 -7.489 8.274
H 1.830 -6.244 7.624
H 4.019 -8.931 6.697
H 3.519 -8.263 8.240
H 4.085 -7.195 6.939
H -1.232 -6.387 7.755
H -1.614 -5.663 6.481
C 2.939 6.188 1.838
C 4.224 5.481 1.316
C 5.540 6.072 1.970
O 6.699 5.478 1.288
C 7.927 5.920 1.958
N 4.021 4.027 1.386
H 2.161 5.873 1.143
H 3.055 7.258 1.662
H 2.667 5.935 2.862
H 4.167 5.771 0.266
H 5.604 5.769 3.014
H 5.459 7.150 1.830
H 7.795 5.763 3.028
H 8.227 6.947 1.747
H 8.714 5.288 1.547
H 4.717 3.442 0.946
H 3.860 3.716 2.334
C 4.513 -4.710 -2.654
C 3.662 -5.882 -3.037
C 2.408 -5.445 -3.738
O 1.473 -6.536 -3.944
C 0.203 -6.070 -4.388
N 4.333 -6.777 -4.004
H 4.891 -4.331 -3.603
H 5.272 -5.162 -2.016
H 3.989 -3.973 -2.045
H 3.415 -6.351 -2.084
H 2.502 -4.967 -4.713
H 2.018 -4.623 -3.138
H -0.235 -5.336 -3.712
H -0.530 -6.871 -4.483
H 0.336 -5.698 -5.404
H 4.440 -6.325 -4.900
H 3.623 -7.435 -4.292
C 8.262 3.437 -2.682
C 6.937 3.544 -3.469
C 6.070 2.286 -3.324
O 4.747 2.453 -3.798
C 4.013 1.290 -3.638
N 6.268 4.690 -2.993
H 8.934 4.264 -2.910
H 8.748 2.507 -2.977
H 8.046 3.356 -1.617
H 7.184 3.746 -4.511
H 5.999 2.045 -2.263
H 6.492 1.423 -3.841
H 2.944 1.489 -3.569
H 4.284 0.851 -2.677
H 4.194 0.528 -4.396
H 5.283 4.472 -3.038
H 6.460 4.581 -2.007
C -8.680 -0.557 -8.565
C -7.504 0.163 -7.854
C -6.050 -0.420 -8.199
O -5.906 -1.764 -7.903
C -5.777 -2.206 -6.510
N -7.499 1.518 -8.382
H -8.882 -1.567 -8.208
H -8.593 -0.701 -9.642
H -9.553 0.078 -8.410
H -7.600 0.235 -6.771
H -5.200 0.118 -7.778
H -5.818 -0.287 -9.256
H -5.674 -3.291 -6.499
H -6.706 -1.991 -5.982
H -4.944 -1.775 -5.956
H -7.438 1.325 -9.371
H -8.460 1.824 -8.325
C -1.386 1.769 4.692
C -0.069 2.467 4.417
C 1.157 1.905 5.192
O 2.248 2.819 5.084
C 3.264 2.478 5.969
N 0.129 2.367 2.978
H -1.242 0.690 4.628
H -2.059 2.145 3.922
H -1.880 1.929 5.650
H -0.188 3.531 4.622
H 1.540 0.921 4.923
H 0.876 1.887 6.245
H 4.065 3.191 5.776
H 3.673 1.488 5.771
H 2.975 2.657 7.005
H 1.062 2.728 2.843
H -0.500 3.022 2.536
C -0.539 -1.664 0.260
C -1.422 -0.630 -0.539
O -2.581 -0.148 0.197
O 0.624 -0.989 0.767
H -0.350 -2.580 -0.300
H -1.188 -2.072 1.035
H -1.747 -1.113 -1.461
H -0.752 0.186 -0.809
H -2.175 0.358 0.904
H 0.326 -0.197 1.220
C -4.187 5.406 0.815
O -3.111 5.109 0.408
N -4.440 6.232 1.797
N -5.322 4.984 0.359
H -5.405 6.394 2.045
H -3.750 6.652 2.404
H -6.164 5.182 0.880
H -5.326 4.364 -0.438
C -7.826 0.431 3.980
O -7.374 1.519 4.345
N -9.014 -0.033 4.411
N -7.179 -0.396 3.227
H -9.171 -1.026 4.308
H -9.421 0.498 5.168
H -7.595 -1.254 2.891
H -6.208 -0.224 3.011
C -6.006 -5.133 1.060
O -7.070 -4.737 1.472
N -4.822 -5.044 1.649
N -5.962 -5.978 0.070
H -4.051 -5.576 1.271
H -4.769 -4.649 2.576
H -6.808 -6.256 -0.406
H -5.085 -6.436 -0.130
C 0.594 6.455 -3.295
O 1.183 6.943 -4.243
N 0.929 5.287 -2.874
N -0.483 6.971 -2.718
H 0.422 5.014 -2.044
H 1.714 4.803 -3.285
H -0.869 6.529 -1.897
H -0.898 7.750 -3.209

Calculated values
- SMILES string: COC[C@H](C)N.COC[C@H](C)N.COC[C@H](C)N.COC[C@H](C)N.COC[C@H](C)N.COC[C@H](C)N.NC(N)=O.NC(N)=O.NC(N)=O.NC(N)=O.OCCO
- Calculated total energy: -2865.1276 Ha
- Energy above the lowest of the compared OMol25 structures with the same formula, charge and spin: 85.9 kcal/mol
- Orbital gap: 8.98 eV

Atom charges from the Löwdin analysis, given in e for atoms 1 to 6: -0.069 -0.439 -0.160 -0.182 -0.129 0.019